A structure of composition C43H103N5O14 at a distorted geometry, computed with wB97M-V/def2-TZVPD.

```
165
Properties=species:S:1:pos:R:3:lowdin_spin:R:1
H -0.8282 -10.1574 -11.6354 0.000
H -1.1268 -24.1678 -9.2827 0.000
C 4.7091 -12.0237 -14.7504 0.000
H 6.9348 -18.5902 -16.0163 0.000
H -4.3067 -9.9352 -11.0702 0.000
C 7.4368 -19.3686 -15.4417 0.000
H 5.9064 -16.3878 -16.0101 0.000
C -2.9496 -11.5326 -10.6227 0.000
H 1.9860 -22.1517 -10.2789 0.000
H 6.7332 -17.2865 -14.1277 0.000
H 0.5323 -15.5377 -11.9148 0.000
H -0.6654 -19.3323 -13.4860 0.000
H -4.9895 -17.3969 -14.1612 0.000
H -2.0805 -17.0982 -13.2234 0.000
C 6.7871 -18.0600 -12.0365 0.000
C 3.0505 -11.9683 -11.0649 0.011
H 3.2515 -10.4272 -15.5641 0.000
H -2.0977 -19.8822 -8.0462 0.000
C -4.0770 -16.9472 -13.7699 0.000
H -1.6904 -14.3296 -10.7066 0.000
C -1.5025 -20.0164 -13.6249 0.000
H 5.6202 -14.5175 -14.4422 0.000
C -2.8811 -17.8349 -13.2898 0.000
H 4.9924 -13.4760 -18.1509 0.000
H -2.7026 -9.3826 -11.2118 0.000
H -1.0798 -18.1857 -17.2513 0.000
C -1.1039 -21.3224 -14.4260 0.000
H -1.4212 -24.2088 -6.3550 0.000
H 2.9036 -19.9821 -7.2208 0.000
H 1.0393 -12.1160 -8.7420 0.000
C 0.5126 -16.9141 -11.9013 0.000
O 0.9978 -17.9879 -11.9673 0.000
H 4.2687 -20.2722 -10.5831 0.000
C 4.8135 -16.3713 -12.1759 0.000
H 2.6110 -12.4216 -16.3531 0.000
H 3.8789 -17.6716 -9.9291 0.000
H -4.2757 -16.2788 -12.9322 0.000
H 2.1579 -13.2288 -14.3297 0.000
H 4.5641 -18.9633 -13.4425 0.000
H 3.7005 -12.6647 -18.8676 0.000
H 0.7742 -16.3600 -8.9984 0.001
C -0.6220 -22.1491 -9.5584 0.000
H 5.9513 -13.9372 -16.1185 0.000
H 4.0934 -10.0945 -14.0220 0.000
H 7.2632 -17.3683 -11.3416 0.000
H 8.2595 -17.7627 -13.4528 0.000
H -0.0212 -15.2728 -14.9420 0.000
O -0.9460 -12.0056 -8.2162 0.000
H 1.6023 -18.8409 -7.7001 0.000
H -0.1538 -13.5409 -10.5095 0.000
H 0.6616 -23.9629 -9.4849 0.000
H 2.6182 -19.4653 -8.9351 0.000
H -3.7214 -12.2537 -10.8919 0.000
H 2.9100 -18.2804 -15.3459 0.000
H 5.2149 -18.8100 -9.7592 0.000
C -1.0437 -18.1183 -16.1640 0.000
C 3.6238 -17.8094 -16.0217 0.000
C 4.2341 -12.7281 -17.9192 0.000
C 2.9844 -13.9376 -14.3808 0.000
H 7.0942 -19.0041 -11.5863 0.000
H 5.2836 -14.1653 -11.9951 0.000
H -3.1927 -18.2264 -16.0299 0.000
C 2.1012 -15.4322 -8.2660 0.011
H 2.6180 -14.9482 -14.5616 0.000
C -0.2504 -23.5682 -9.0369 0.000
H -0.6805 -22.7479 -5.8346 0.000
N 4.0711 -13.4048 -15.3568 0.000
H 3.8214 -16.2818 -11.7333 0.000
H 0.4499 -15.5367 -16.6077 0.000
H 8.4831 -19.0632 -15.4328 0.000
C -0.5301 -11.0569 -11.0966 0.000
O 6.9450 -19.3373 -14.0987 0.000
H 3.7761 -21.0934 -12.1204 0.000
C -1.6323 -12.6265 -12.6904 0.000
H -0.9880 -14.0668 -8.2374 0.000
C 1.2353 -20.9268 -8.0867 0.000
O 2.5859 -14.7600 -7.3617 0.251
H 5.4736 -20.7073 -11.7070 0.000
H -0.3505 -21.0644 -15.1703 0.000
H -4.2409 -20.0957 -13.0892 0.000
O -0.3043 -16.5157 -11.0840 0.000
H 0.3833 -11.4816 -11.5129 0.000
C 3.6202 -10.8616 -14.6349 0.000
H 2.8506 -14.0879 -17.0220 0.000
H -4.6776 -19.5154 -14.7761 0.000
H -3.3963 -10.3461 -12.5007 0.000
H -2.7477 -13.6760 -14.1588 0.000
N -2.6985 -19.1366 -14.2536 0.000
H 2.6470 -13.6472 -11.2691 -0.001
H -2.9265 -11.2653 -9.5662 0.000
C -0.3972 -19.7170 -9.6321 0.000
O 3.0981 -10.7645 -11.2176 0.083
H -1.8228 -22.7186 -7.1760 0.000
H 1.0751 -16.6551 -15.3229 0.000
H -1.4801 -21.8980 -8.9348 0.000
H -1.9426 -21.8877 -14.8322 0.000
H -3.2799 -14.1977 -12.5092 0.000
H -3.1598 -18.2087 -12.3046 0.000
H 5.5872 -17.1078 -9.6986 0.000
C 7.2118 -18.0554 -13.5212 0.000
N 0.4454 -21.0273 -9.3941 0.000
H -3.6956 -20.9257 -14.6803 0.000
H -3.6548 -16.2591 -14.5024 0.000
H -1.4844 -11.7539 -13.3266 0.000
N -1.6000 -12.1522 -11.1904 0.000
N 5.2661 -17.8096 -11.6561 0.000
H 1.0002 -21.4422 -11.5474 0.000
H 5.6420 -15.0852 -10.5793 -0.001
C 5.2276 -14.4079 -15.4531 0.000
C 3.3238 -13.1442 -16.7504 0.000
C 0.2401 -16.0444 -15.6662 0.000
H 4.8031 -15.7588 -17.1386 0.000
H 5.1189 -12.2607 -13.7686 0.000
C -0.9988 -23.2776 -6.7325 0.000
O 4.0368 -16.5673 -15.4318 0.000
H 2.7571 -11.1695 -14.0447 0.000
H -0.1784 -18.7472 -15.9545 0.000
C 5.6764 -15.1280 -11.6680 -0.001
H 3.5412 -13.9662 -13.4442 0.000
C -1.2209 -13.4252 -10.3197 0.000
H 7.4946 -20.3146 -15.9802 0.000
O 2.2925 -12.8546 -11.6789 0.013
H -3.6822 -12.6238 -13.1099 0.000
O 0.0707 -23.4401 -7.6358 0.000
H -0.9357 -19.8452 -10.5711 0.000
H 0.6789 -12.6369 -7.0512 0.000
O 1.0770 -16.2400 -8.0954 0.012
C 0.4131 -11.9604 -7.8635 0.000
C -1.4022 -13.2366 -8.8096 0.000
C 4.9293 -17.8402 -10.1665 0.000
H -1.6798 -18.2372 -8.6217 0.000
H -0.3108 -10.8449 -10.0501 0.000
H -0.9614 -22.2631 -10.5879 0.000
C 1.4321 -21.2572 -10.5638 0.000
C 4.4402 -20.3647 -11.6556 0.000
H -0.6222 -22.0004 -13.7214 0.000
H -0.5733 -19.0624 -7.6389 0.000
H 2.0118 -20.3461 -10.7114 0.000
H -1.8475 -20.3044 -12.6318 0.000
H -2.4146 -19.8539 -16.1596 0.000
O 1.0705 -15.9677 -12.5834 0.000
H 3.3421 -18.4988 -12.3420 0.000
C -3.3238 -10.2544 -11.4170 0.000
H 0.6432 -21.0657 -7.1822 0.000
H 5.6130 -11.7060 -15.2699 0.000
H 4.8403 -11.8410 -17.7356 0.000
C -2.3401 -18.8459 -15.7516 0.000
H 4.6114 -16.3207 -13.2458 0.000
C 4.3405 -18.9348 -12.3761 0.000
C 5.0158 -15.7620 -16.0696 0.000
H 4.4815 -18.4675 -16.1611 0.000
C 2.1636 -19.7321 -7.9810 0.000
O -1.0215 -16.7342 -15.6778 0.000
O 3.9009 -12.5492 -10.3550 0.306
C -2.8976 -13.3802 -13.1204 0.000
C -1.3030 -19.2416 -8.4285 0.000
O 2.6533 -15.3248 -9.4048 0.316
H 6.7265 -15.0311 -11.9437 0.000
H -0.6991 -13.1783 -12.8030 0.000
H 0.3473 -18.9385 -9.7980 0.000
H 0.7133 -10.9890 -7.4705 0.000
H 3.1379 -17.5661 -16.9666 0.000
H -2.4606 -13.3736 -8.5881 0.000
C -3.9504 -20.0159 -14.1367 0.000
H 1.8110 -21.8515 -8.1256 0.000
```

Summary:
- DFT total energy: -82343.4662 eV
- Multiplicity: 2
- Charge: +3
- HOMO-LUMO gap (spin up / spin down): 8.9 / 3.9 eV

---

A structure of composition C32H27BrCsGeIN4O3S2 at a distorted geometry, computed with wB97M-V/def2-TZVPD.

```
72
Properties=species:S:1:pos:R:3:lowdin_charge:R:1
H 4.4778 -3.2046 1.1446 0.094
C 3.8588 -0.3170 4.4095 -0.117
H -0.4754 -0.4552 1.6840 0.109
C 2.8696 -5.9577 -1.0265 -0.100
H 3.3724 -2.2014 5.3231 0.088
C -5.0901 2.1122 -2.3796 -0.116
C 2.7535 -2.1251 3.2676 -0.120
C 2.3433 -0.9075 -0.9330 -0.249
C 0.0363 3.8534 0.0049 -1.269
C -1.1523 5.6784 -2.5136 -0.703
C 3.3368 -1.6073 4.4168 -0.110
C -2.3371 -3.0673 2.7544 -0.113
C 1.7197 5.6519 0.4279 -0.327
C 4.0201 -3.9724 0.5284 -0.102
C -1.9491 -1.7533 2.5200 -0.089
C 2.6895 -1.3846 2.0800 -0.259
C 1.9628 -1.4262 -2.3293 -0.173
C -6.3610 2.6129 -2.1241 -0.050
I -2.0651 8.5835 -2.5003 0.688
O -1.7740 4.8597 -3.1645 0.002
H 0.6787 4.9527 -2.8299 0.059
H -5.6403 -1.0897 -2.6125 0.106
C -0.3564 -3.8381 1.6119 -0.100
C -7.4229 1.7317 -2.0526 -0.128
H 0.6489 6.2646 -1.7680 0.073
C 0.0410 -2.5248 1.3644 -0.260
S -1.5853 3.3160 0.1879 0.315
Ge 1.7415 -2.1287 0.4794 0.992
H -6.5083 3.6748 -1.9792 0.109
C 4.7536 -5.1090 0.1971 -0.108
C -1.5353 -4.1084 2.3030 -0.102
Cs -1.0586 0.7387 -1.8365 0.981
C -7.1612 0.3890 -2.2342 -0.684
C -1.8918 6.6406 -1.6000 -0.550
C -0.7687 -1.4894 1.8388 -0.092
C 2.7016 -3.8074 0.0928 -0.237
H 1.9653 0.1080 -0.7770 0.019
S 1.1731 3.0212 -1.0060 0.325
C 4.1773 -6.1074 -0.5779 -0.121
N -4.8492 0.8154 -2.5528 0.072
C 0.4860 -1.8069 -2.3349 -0.812
C -5.8645 -0.0384 -2.4771 -0.186
H -1.8277 -5.1366 2.4859 0.090
Br -8.5671 -0.8791 -2.1503 0.704
C 0.4436 5.0472 0.6617 -0.449
H 4.2984 0.0987 5.3092 0.088
H 5.7754 -5.2140 0.5456 0.090
H 0.2542 -4.6650 1.2673 0.088
H -4.2320 2.7756 -2.4341 0.112
C -0.4426 5.8109 1.4879 -0.327
H -1.4056 6.7907 -0.6394 0.015
N 2.7071 6.2187 0.2178 0.099
H -8.4300 2.0748 -1.8549 0.100
H -3.2570 -3.2771 3.2875 0.088
H 3.4280 -0.8800 -0.8041 0.075
O 0.1459 -2.5740 -1.3839 -0.108
C 3.2220 -0.0923 2.0957 -0.090
H 2.5174 -2.3466 -2.5415 0.107
H 3.1752 0.5289 1.2067 0.091
H -2.9021 6.2833 -1.4581 0.042
H -2.5628 -0.9321 2.8723 0.101
C 3.7970 0.4405 3.2491 -0.092
N -1.1403 6.4822 2.1221 0.103
H 4.7462 -6.9940 -0.8371 0.087
N 0.1973 5.7951 -2.5387 0.159
H 4.1827 1.4530 3.2373 0.099
O -0.2832 -1.3214 -3.1916 -0.313
H 2.3346 -3.1275 3.2952 0.099
H 2.4164 -6.7295 -1.6387 0.092
H 2.1702 -0.7025 -3.1171 0.107
C 2.1433 -4.8165 -0.6993 -0.108
H 1.1346 -4.6882 -1.0799 0.094
```

Summary:
- DFT total energy: -202606.6111 eV
- Relative energy (zero: lowest compared OMol25 entry of this formula, charge and spin): 0.9773 eV
- Charge: -2
- HOMO-LUMO gap: 5.2 eV